Below is a cluster of 5 separate species, C2H15NO5 in total in a non-equilibrium geometry, with properties calculated with the ωB97M-V functional and the def2-TZVPD basis.

XYZ file:
```
23
Properties=species:S:1:pos:R:3:lowdin_charge:R:1
C 2.933 -0.509 0.058 -0.140
N 1.587 -0.534 0.603 -0.103
C 0.563 -0.642 -0.423 -0.312
O 0.836 0.219 -1.525 -0.072
H 3.155 0.403 -0.491 0.073
H 3.117 -1.367 -0.590 0.082
H 3.650 -0.635 0.857 0.046
H 1.389 0.184 1.288 0.090
H 0.698 -1.663 -0.805 0.107
H -0.467 -0.578 -0.108 0.086
H 0.233 0.974 -1.533 0.067
H 2.808 -0.314 3.634 0.034
H 4.268 -0.195 3.183 0.031
O 3.445 0.287 3.254 -0.053
H -5.631 2.887 -0.993 0.020
H -5.652 2.227 0.370 0.027
O -5.270 2.942 -0.125 -0.034
H -2.623 -2.467 -2.375 0.033
H -1.291 -2.781 -2.669 0.029
O -1.831 -2.710 -1.885 -0.049
H -1.312 1.833 0.303 0.062
H -2.763 1.362 -0.026 0.032
O -1.843 1.074 0.000 -0.056
```

2S+1: 1
E_HOMO: -8.4 eV
ΔE to the lowest compared entry with this formula, charge and spin: 33.0 kcal/mol
SMILES: CNCO.O.O.O.O
frontier orbital gap: 8.8 eV
E_tot: -14044.0010 eV
largest force on an atom: 1.851 eV Å⁻¹

=====

Below is a cluster of 2 separate species, C4H6NO7 in total in a non-equilibrium geometry, with properties calculated with the ωB97M-V functional and the def2-TZVPD basis.

XYZ file:
```
18
Properties=species:S:1:pos:R:3:mulliken_spin:R:1
C -1.256 1.491 1.067 0.002
C -0.165 0.774 0.268 0.010
C -0.555 -0.729 0.158 0.006
C 0.615 -1.533 -0.616 0.000
O 0.512 -2.057 -1.689 0.001
O -1.627 -0.715 -0.661 0.158
O -2.372 -2.314 0.040 0.309
O -2.419 -2.147 1.280 0.508
O 1.107 0.865 0.903 0.001
N 1.814 2.091 0.287 0.000
O 1.164 2.654 -0.553 0.000
O 2.908 2.219 0.776 0.001
H -2.234 1.331 0.595 -0.001
H -1.274 1.096 2.086 0.000
H -1.051 2.560 1.066 0.000
H -0.196 1.152 -0.766 0.002
H -0.578 -1.142 1.192 0.003
H 1.558 -1.532 0.037 -0.001
```

2S+1: 2
E_HOMO (alpha / beta): -9.7 / -9.7 eV
⟨S²⟩: 0.79
frontier orbital gap (alpha / beta): 7.0 / 7.3 eV
E_tot: -20055.8109 eV
largest force on an atom: 3.663 eV Å⁻¹

=====

Below is a cluster of 15 separate species, C32H90F3O16 in total in a non-equilibrium geometry, with properties calculated with the ωB97M-V functional and the def2-TZVPD basis.

XYZ file:
```
141
Properties=species:S:1:pos:R:3:lowdin_charge:R:1
C -6.822 1.688 -3.024 -0.302
O -6.808 1.095 -1.696 -0.081
O -6.341 0.635 -3.927 -0.251
C -8.232 2.351 -3.286 -0.582
F -8.479 2.272 -4.597 0.127
F -9.277 1.749 -2.695 0.135
F -8.270 3.617 -2.910 0.135
C -6.605 2.009 -0.608 -0.266
C -6.315 1.180 0.598 -0.077
H -7.136 0.498 0.822 0.058
H -5.450 0.525 0.495 0.074
H -6.160 1.833 1.457 0.060
H -7.491 2.617 -0.429 0.097
H -5.735 2.660 -0.694 0.103
H -6.143 2.537 -3.092 0.119
C -3.035 -2.240 -6.463 -0.097
C -3.913 -1.061 -6.170 -0.362
O -3.950 -0.767 -4.800 -0.070
H -2.002 -1.932 -6.300 0.069
H -3.197 -2.486 -7.513 0.068
H -3.298 -3.136 -5.901 0.075
H -4.922 -1.323 -6.488 0.105
H -3.568 -0.185 -6.720 0.091
H -4.747 -0.258 -4.632 0.021
C -9.486 4.940 -7.747 -0.092
C -10.183 3.858 -6.915 -0.307
O -11.565 3.786 -7.248 -0.094
H -8.409 4.983 -7.588 0.066
H -9.995 5.899 -7.645 0.062
H -9.711 4.818 -8.807 0.069
H -10.202 4.027 -5.838 0.097
H -9.764 2.872 -7.119 0.110
H -12.087 4.539 -6.961 0.076
C -5.268 5.685 0.747 -0.063
C -3.817 5.509 1.157 -0.315
O -3.066 5.329 0.004 -0.085
H -5.418 6.525 0.069 0.081
H -5.868 5.871 1.638 0.073
H -5.769 4.806 0.342 0.061
H -3.713 4.723 1.904 0.103
H -3.378 6.386 1.634 0.114
H -2.145 5.264 0.267 0.092
C -2.529 1.764 0.472 -0.076
C -1.363 1.464 1.397 -0.243
O -1.442 2.608 2.265 -0.118
H -2.333 2.708 -0.035 0.067
H -3.494 1.721 0.978 0.053
H -2.589 1.079 -0.373 0.087
H -0.403 1.386 0.887 0.115
H -1.566 0.575 1.994 0.106
H -1.164 3.398 1.795 0.082
C -8.615 6.572 -4.591 -0.085
C -8.007 7.861 -4.995 -0.339
O -8.837 9.000 -4.786 -0.078
H -7.933 5.736 -4.743 0.067
H -9.465 6.373 -5.244 0.060
H -8.978 6.515 -3.565 0.082
H -7.639 7.799 -6.019 0.108
H -7.101 8.097 -4.436 0.104
H -8.304 9.796 -4.849 0.075
C -10.429 -1.576 -1.689 -0.085
C -9.169 -2.176 -1.030 -0.307
O -8.529 -3.101 -1.892 -0.094
H -11.192 -2.315 -1.935 0.065
H -10.171 -1.004 -2.580 0.061
H -10.910 -0.981 -0.912 0.057
H -9.516 -2.731 -0.159 0.092
H -8.481 -1.375 -0.760 0.099
H -8.365 -2.658 -2.728 0.008
C -5.066 0.928 5.021 -0.074
C -4.358 1.594 3.833 -0.333
O -3.120 1.940 4.384 -0.083
H -5.126 1.563 5.905 0.076
H -4.622 -0.040 5.255 0.067
H -6.085 0.696 4.713 0.051
H -4.862 2.528 3.586 0.107
H -4.280 0.838 3.052 0.085
H -2.630 2.267 3.626 0.023
C -4.931 2.413 -6.843 -0.080
C -6.373 2.011 -7.283 -0.303
O -6.568 0.684 -6.884 -0.093
H -4.140 1.850 -7.338 0.060
H -4.746 2.375 -5.769 0.064
H -4.911 3.468 -7.116 0.054
H -6.467 2.158 -8.359 0.105
H -7.102 2.693 -6.844 0.080
H -6.473 0.642 -5.930 0.023
C -9.099 2.182 3.787 -0.064
C -8.899 2.286 5.292 -0.297
O -8.866 0.985 5.805 -0.101
H -8.205 1.834 3.270 0.063
H -9.238 3.188 3.392 0.068
H -9.918 1.503 3.550 0.084
H -9.802 2.699 5.742 0.112
H -8.015 2.800 5.671 0.113
H -8.711 1.043 6.750 0.102
C -10.773 2.785 0.811 -0.056
C -9.819 4.043 0.690 -0.301
O -10.428 5.070 1.460 -0.088
H -10.375 1.880 0.353 0.068
H -11.763 3.010 0.415 0.070
H -10.978 2.578 1.862 0.042
H -9.682 4.307 -0.359 0.099
H -8.829 3.832 1.094 0.080
H -9.878 5.855 1.409 0.076
C -4.679 5.274 -4.597 -0.093
C -4.552 5.184 -3.132 -0.349
O -3.449 5.988 -2.773 -0.084
H -3.778 4.907 -5.089 0.083
H -4.779 6.312 -4.917 0.076
H -5.535 4.699 -4.949 0.062
H -4.366 4.174 -2.767 0.106
H -5.434 5.511 -2.582 0.106
H -3.395 5.992 -1.814 0.030
C -9.590 -2.986 -5.213 -0.086
C -8.598 -1.817 -5.292 -0.281
O -7.828 -1.769 -4.096 -0.098
H -10.277 -2.970 -6.059 0.066
H -10.239 -3.014 -4.337 0.053
H -9.101 -3.956 -5.128 0.074
H -9.087 -0.877 -5.551 0.113
H -7.885 -2.089 -6.070 0.104
H -7.379 -0.921 -4.101 0.035
C -8.258 -1.593 2.687 -0.071
C -8.439 -1.959 4.167 -0.323
O -9.642 -1.461 4.705 -0.082
H -9.113 -1.910 2.090 0.066
H -7.338 -2.054 2.329 0.071
H -8.244 -0.523 2.477 0.043
H -7.608 -1.591 4.768 0.094
H -8.474 -3.049 4.179 0.107
H -9.360 -0.581 4.966 0.016
C -3.513 -1.928 2.799 -0.081
C -4.507 -2.765 3.601 -0.308
O -4.909 -3.954 2.901 -0.077
H -3.971 -1.484 1.916 0.073
H -2.681 -2.532 2.435 0.074
H -2.931 -1.209 3.376 0.064
H -5.370 -2.150 3.857 0.078
H -4.089 -3.078 4.558 0.106
H -5.542 -4.442 3.432 0.076
```

charge: -1
2S+1: 1
E_HOMO: -5.8 eV
ΔE to the lowest compared entry with this formula, charge and spin: 34.0 kcal/mol
frontier orbital gap: 7.3 eV
E_tot: -75553.3730 eV
largest force on an atom: 4.005 eV Å⁻¹

=====

Below is the molecule C6H13N in a non-equilibrium geometry, with properties calculated with the ωB97M-V functional and the def2-TZVPD basis.

XYZ file:
```
20
Properties=species:S:1:pos:R:3:lowdin_charge:R:1
C 0.319 0.308 -0.703 -0.231
C -1.090 0.080 -0.190 -0.202
C -1.769 -1.078 -0.984 -0.182
C -3.078 -1.167 -1.140 -0.019
C 0.993 1.424 0.064 -0.235
N 1.586 0.994 1.359 -0.128
C 2.038 -0.386 1.499 -0.153
H 0.842 -0.652 -0.657 0.093
H 0.397 0.597 -1.762 0.121
H -1.820 0.863 -0.380 0.105
H -1.151 -0.242 0.845 0.116
H -1.065 -1.839 -1.289 0.091
H -3.496 -1.882 -1.841 0.051
H -3.714 -0.385 -0.750 0.055
H 0.284 2.229 0.258 0.107
H 1.837 1.856 -0.515 0.112
H 2.400 1.566 1.516 0.086
H 2.354 -0.540 2.534 0.078
H 1.264 -1.106 1.321 0.055
H 2.869 -0.641 0.815 0.082
```

2S+1: 1
E_HOMO: -8.6 eV
ΔE to the lowest compared entry with this formula, charge and spin: 33.4 kcal/mol
SMILES: C=CCCCNC
frontier orbital gap: 9.7 eV
E_tot: -7921.3858 eV
largest force on an atom: 3.002 eV Å⁻¹

=====

Question: Which formula does entry 1 have?
Answer: C2H15NO5

=====

Question: What is the formula in the second record?
Answer: C4H6NO7